(1)
{"formula": "C34H36FN6O5Si2Tl", "method": "ωB97M-V with the def2-TZVPD basis set", "max_force_ev_per_a": 3.38, "relative_energy_kcal_mol": 15.34, "energy_ev": -78189.0998, "charge": -2, "lumo_energy_ev": [3.28, 3.50], "symbols": ["Tl", "Si", "Si", "F", "O", "O", "O", "O", "O", "N", "N", "N", "N", "N", "N", "C", "C", "C", "C", "C", "C", "C", "C", "C", "C", "C", "C", "C", "C", "C", "C", "C", "C", "C", "C", "C", "C", "C", "C", "C", "C", "C", "C", "C", "C", "C", "C", "C", "C", "H", "H", "H", "H", "H", "H", "H", "H", "H", "H", "H", "H", "H", "H", "H", "H", "H", "H", "H", "H", "H", "H", "H", "H", "H", "H", "H", "H", "H", "H", "H", "H", "H", "H", "H", "H"], "xyz": [[-0.9054, -0.3191, -0.4321], [-2.4755, 2.8818, 1.5726], [0.2804, 1.9408, -4.0343], [3.5377, -5.1911, -4.0294], [4.8782, -4.7546, -1.6585], [2.8309, 1.5095, -0.4474], [-1.4707, -2.0167, -2.2488], [0.9410, -3.8757, 0.5014], [-1.0109, -3.5114, -3.9301], [-1.4815, 2.9112, 0.1349], [-0.2775, 2.4934, -2.5060], [2.8768, -4.1457, -0.7134], [1.3955, -0.3935, -0.8625], [0.8396, -4.2554, -1.7829], [0.5669, -1.1432, 2.5420], [-0.7505, 2.4025, -5.5833], [-0.0899, 4.9219, -2.6299], [-1.4840, 2.2026, 3.0675], [-1.0497, -3.1312, -2.7137], [3.8167, 0.4196, 3.3030], [4.1900, -0.3043, 4.4434], [0.0176, 4.8929, 0.2476], [-3.8860, -3.2671, 2.7445], [-0.5906, -4.2170, -1.7904], [2.8641, -4.7850, -2.9562], [-0.3965, 3.6088, -1.9340], [1.7985, -0.9610, 3.0885], [2.6254, 0.1017, 2.6375], [-1.6408, -2.2891, 2.4761], [3.6683, -4.6209, -1.7601], [-4.0996, -3.1433, 1.4074], [2.0642, 2.7261, -4.1805], [2.2361, -1.7192, 4.2556], [-2.6510, -2.8648, 3.2869], [-1.9355, -2.0257, 1.1450], [0.3901, 5.9706, -0.4828], [0.1335, -2.8696, 4.1375], [3.4236, -1.3481, 4.9181], [-0.2537, -2.0596, 3.0149], [1.3663, -2.7028, 4.6973], [-3.0541, -2.5502, 0.6031], [1.5019, -4.0781, -0.5798], [0.4490, 0.1117, -4.1000], [-3.0751, 4.6056, 2.0980], [2.1036, 0.5772, -0.6496], [-3.9761, 1.8227, 1.2862], [0.1725, 6.0527, -1.9172], [-0.6411, 3.7476, -0.4171], [1.5345, -4.6440, -2.9621], [-5.0240, -3.4209, 0.8840], [-4.6993, 2.1826, 2.0192], [-0.1380, 2.2445, -6.5396], [5.0810, -0.0389, 5.0174], [3.3867, -3.9117, 0.1327], [-1.0054, 1.2329, 2.7980], [-2.2763, 5.3573, 1.8691], [1.0240, -0.2054, -3.2098], [-2.4728, -2.9291, 4.3603], [-4.3527, 2.0067, 0.2613], [2.1172, 3.7195, -3.7334], [-3.9622, 4.8457, 1.4403], [0.1577, 4.9208, 1.3189], [-3.3724, 4.6275, 3.1731], [-3.8860, 0.7185, 1.4168], [4.5462, 1.1389, 2.8370], [-0.8394, -4.0838, -0.7188], [-0.9991, -5.1795, -2.1293], [0.7817, 6.8595, 0.0795], [-2.1507, 1.9500, 3.8904], [-1.5981, 1.7282, -5.6793], [-1.0491, 3.4560, -5.5463], [2.3617, 2.9002, -5.2262], [-4.5778, -3.7473, 3.4200], [-0.0766, 4.8900, -3.7233], [-0.5200, -3.7115, 4.4399], [2.2813, 0.6489, 1.7711], [-0.4830, -0.4077, -4.1657], [2.7887, 2.0669, -3.6943], [1.0020, -0.1637, -5.0076], [-3.2814, -2.4364, -0.4885], [3.7073, -1.8902, 5.7868], [-0.6707, 2.8898, 3.3163], [1.6113, -3.3198, 5.5569], [0.3427, 7.0282, -2.3737], [0.9379, -4.6802, -3.8603]], "forces_ev_per_a": [[-0.975, 0.210, 0.485], [1.411, -0.830, 0.897], [1.378, 0.196, -1.060], [0.227, -0.141, -0.885], [-0.513, -0.149, 0.008], [0.131, 0.402, 0.097], [0.751, -1.665, -0.874], [1.165, -0.396, -1.549], [0.026, 0.873, 1.063], [0.855, 1.926, -0.882], [-0.976, 0.095, 0.502], [0.963, -0.240, 0.682], [2.459, 2.030, 0.485], [1.986, -0.979, -1.175], [-0.422, -0.094, -0.427], [1.092, 0.146, -0.641], [-0.367, 0.278, 0.680], [0.081, -0.752, -1.236], [-1.471, 1.202, -1.531], [-0.211, 0.000, -1.522], [0.166, -0.362, 0.788], [0.108, 0.163, -0.823], [0.817, -0.096, 1.299], [-0.723, -0.531, 1.813], [-0.057, -0.484, 0.609], [1.349, 1.121, 0.151], [0.141, -0.263, 1.635], [0.668, 0.018, 0.425], [-0.631, -0.249, 0.595], [-0.350, 0.955, 0.252], [0.977, 0.617, -2.284], [-0.742, -0.074, -0.463], [0.113, 1.589, -1.464], [0.736, 0.460, -0.201], [2.380, 0.349, -0.758], [-0.381, 0.555, 1.180], [0.124, -0.673, -0.517], [-0.159, 0.560, -1.062], [-0.189, 0.002, 0.866], [-1.203, -0.967, 0.779], [-3.315, -0.561, -0.316], [-1.046, 0.341, 0.664], [0.984, 0.204, 0.182], [-0.336, 0.435, -0.903], [-1.608, -2.676, -0.730], [-0.189, -0.510, -0.417], [0.376, -0.813, -0.407], [-1.687, -1.530, 0.410], [-0.379, 1.071, 1.617], [0.261, -0.186, 0.478], [-0.357, -0.025, -0.030], [-0.585, 0.246, 1.372], [-0.099, 0.004, -0.348], [-0.163, -0.088, -0.129], [-0.217, 0.556, -0.058], [-0.710, -0.484, 0.414], [-0.381, -0.158, -0.381], [-0.226, -0.242, -0.080], [0.009, -0.069, 0.482], [-0.035, -0.079, 0.335], [0.749, 0.012, 0.800], [-0.136, -0.309, 0.089], [0.223, 0.055, -0.812], [0.286, 0.827, -0.116], [-1.104, -0.531, 0.688], [-0.285, 0.235, -0.712], [0.144, 0.219, -0.006], [-0.316, -0.843, -0.788], [0.038, 0.391, 0.328], [-0.291, 0.170, 0.136], [-0.257, -0.174, -0.206], [-0.045, -0.390, 0.099], [-0.393, 0.099, 0.011], [-0.157, 0.185, 0.347], [0.518, 0.790, -0.085], [0.191, 0.058, -0.034], [-0.692, -0.444, 0.334], [-0.035, 0.135, -0.011], [0.122, 0.109, 0.089], [0.291, 0.023, 0.887], [0.278, -0.364, 0.694], [-0.198, 0.002, 0.366], [0.265, -0.002, -0.006], [0.052, -0.346, -0.202], [-0.280, -0.148, 0.017]]}


(2)
{"formula": "ClH2NP2", "method": "ωB97M-V with the def2-TZVPD basis set", "max_force_ev_per_a": 2.41, "relative_energy_kcal_mol": 16.91, "energy_ev": -32621.5861, "smiles": "N=P#[PH]Cl", "lumo_energy_ev": -0.77, "symbols": ["Cl", "P", "P", "N", "H", "H"], "xyz": [[-2.7893, 0.0423, -0.3838], [-1.1320, 0.6685, 0.5176], [0.2819, -1.1383, 0.3022], [1.4981, -0.1385, 0.1311], [-0.2046, 1.1306, -0.4627], [2.3459, -0.5645, -0.1045]], "forces_ev_per_a": [[-1.087, -0.362, -1.045], [2.039, -0.145, 1.277], [0.242, 1.344, 0.016], [-1.938, -0.131, 0.182], [-1.075, 0.249, -0.337], [1.819, -0.954, -0.092]]}


(3)
{"formula": "C4H12N4O", "method": "ωB97M-V with the def2-TZVPD basis set", "max_force_ev_per_a": 4.45, "relative_energy_kcal_mol": 79.06, "energy_ev": -12347.8794, "smiles": "CN=C(N)N.C/C=N\\O", "lumo_energy_ev": 0.76, "symbols": ["O", "N", "N", "N", "N", "C", "C", "C", "C", "H", "H", "H", "H", "H", "H", "H", "H", "H", "H", "H", "H"], "xyz": [[-2.0639, 1.0233, -0.4011], [1.1075, -0.9199, 0.1084], [-0.7970, -1.0307, 1.5122], [-1.2565, 0.3749, -1.4009], [-0.6304, -2.3658, -0.3071], [-0.0385, -1.4360, 0.4732], [0.4281, 2.1073, -0.7182], [0.0135, 0.7636, -1.2708], [1.8967, -0.2714, 1.1529], [1.5142, 2.1498, -0.6037], [0.1267, 2.8910, -1.4165], [-1.4066, -1.7697, 1.8436], [-0.0051, -2.6420, -1.0562], [1.3078, 0.4153, 1.7686], [-0.0506, 2.2913, 0.2444], [-1.5242, -2.0703, -0.6853], [-2.9443, 1.0185, -0.8127], [2.6938, 0.2992, 0.6696], [-1.3903, -0.2523, 1.2211], [2.3830, -1.0096, 1.7947], [0.6363, 0.4336, -2.1162]], "forces_ev_per_a": [[-0.305, 0.187, -0.404], [-0.760, -1.472, 1.263], [-1.456, 0.828, 2.214], [2.987, 0.682, 0.647], [0.129, -1.089, -1.385], [2.651, 0.845, -1.770], [0.206, -0.771, 1.006], [-3.392, 0.925, -2.721], [-0.163, 0.489, -0.309], [-0.168, 0.008, 0.041], [-0.095, -0.167, -0.050], [0.027, 0.035, -0.094], [-0.117, -0.035, -0.013], [0.138, -0.080, 0.103], [0.138, 0.161, -0.086], [-0.096, -0.055, 0.205], [0.408, -0.101, 0.246], [-0.054, -0.013, 0.061], [0.309, 0.177, 0.266], [-0.099, -0.020, 0.031], [-0.288, -0.534, 0.749]]}


(4)
{"formula": "C27H18BrI2O5S4Zr", "method": "ωB97M-V with the def2-TZVPD basis set", "max_force_ev_per_a": 1.07, "relative_energy_kcal_mol": 11.22, "energy_ev": -169402.8146, "charge": -1, "lumo_energy_ev": 1.90, "symbols": ["I", "I", "Zr", "Br", "S", "S", "S", "S", "O", "O", "O", "O", "O", "C", "C", "C", "C", "C", "C", "C", "C", "C", "C", "C", "C", "C", "C", "C", "C", "C", "C", "C", "C", "C", "C", "C", "C", "C", "C", "C", "H", "H", "H", "H", "H", "H", "H", "H", "H", "H", "H", "H", "H", "H", "H", "H", "H", "H"], "xyz": [[-6.1321, 0.3883, -6.9851], [1.2108, 1.8465, -1.4063], [-0.6851, -0.0144, -0.0372], [-0.3502, 2.5836, 4.4012], [2.1685, -0.7166, 0.6861], [-0.9831, -4.1639, 2.3529], [-1.8858, -2.3445, 0.1522], [-0.3720, -1.2359, 2.3559], [-2.4164, 0.6731, 1.1827], [1.0676, -1.2417, -0.2634], [-2.0479, 1.3126, -1.3037], [-1.1781, -0.5380, -2.0708], [-0.4648, 1.6201, 1.3769], [-2.9964, 0.3922, -3.2971], [-4.2480, 1.5943, -4.9608], [5.8257, -0.4254, -1.9811], [5.7031, 0.3942, -0.8682], [-1.7110, 1.6125, 1.6198], [3.6916, -1.4304, -1.5010], [-4.1362, 4.3739, 2.3459], [-1.8700, 3.2944, 3.5260], [3.6246, -4.2860, 3.0457], [2.3496, -3.4118, 1.2016], [-3.4938, 3.2936, 1.7650], [-2.3498, 2.7510, 2.3430], [-1.0780, -2.6639, 1.6557], [4.5733, 0.3089, -0.0681], [-4.4409, -0.8115, -4.7899], [-4.7845, 0.3902, -5.3933], [3.4753, -1.9079, 2.7360], [-3.6476, 4.9058, 3.5306], [-3.5308, -0.8078, -3.7433], [4.8203, -1.3309, -2.2985], [-2.5196, 4.3625, 4.1260], [3.5912, -0.6105, -0.3907], [3.9487, -2.9953, 3.4498], [2.6930, -2.1394, 1.6149], [2.8228, -4.4914, 1.9342], [-3.3574, 1.5898, -3.8979], [-2.0272, 0.4034, -2.1692], [-4.1458, 5.7444, 4.0002], [2.8852, -2.1068, -1.7500], [1.6867, -3.5518, 0.3586], [-5.0170, 4.7945, 1.8794], [-2.1407, 4.7591, 5.0575], [2.5343, -5.4937, 1.6472], [6.4745, 1.1165, -0.6356], [6.7010, -0.3482, -2.6133], [-3.8589, 2.8489, 0.8482], [4.4422, 0.9721, 0.7779], [-4.5222, 2.5223, -5.4426], [-3.2307, -1.7335, -3.2686], [3.9783, -5.1335, 3.6187], [4.9115, -1.9559, -3.1773], [-4.8722, -1.7409, -5.1346], [-2.9354, 2.5161, -3.5297], [3.6948, -0.8962, 3.0553], [4.5548, -2.8373, 4.3324]], "forces_ev_per_a": [[-0.067, -0.005, -0.072], [0.208, 0.199, -0.133], [-0.155, -0.745, 0.747], [-0.011, -0.021, -0.003], [0.100, -0.254, -0.345], [-0.007, 0.092, -0.058], [0.229, 0.071, -0.112], [-0.020, 0.075, -0.135], [-0.327, 0.279, 0.118], [0.790, -0.017, 0.212], [-0.246, -0.011, -0.090], [-0.433, -0.183, -0.486], [-0.133, 0.479, 0.184], [0.076, 0.137, -0.012], [0.016, -0.027, 0.027], [-0.021, -0.001, 0.014], [-0.004, -0.007, -0.012], [0.013, 0.130, 0.283], [0.033, 0.014, -0.038], [0.011, -0.024, -0.014], [0.058, 0.053, 0.035], [0.007, 0.046, 0.026], [-0.015, -0.065, 0.087], [-0.041, 0.019, 0.033], [-0.038, -0.083, -0.022], [-0.089, -0.021, 0.148], [0.037, -0.007, -0.008], [0.002, 0.022, -0.005], [0.068, -0.017, 0.086], [0.013, -0.069, -0.013], [0.025, -0.017, 0.004], [0.046, -0.034, -0.078], [0.004, 0.003, 0.004], [-0.037, 0.027, 0.001], [0.010, 0.034, 0.043], [0.002, -0.037, 0.004], [-0.003, -0.061, -0.061], [-0.038, 0.003, -0.022], [-0.111, 0.049, 0.012], [0.078, -0.055, -0.366], [-0.001, 0.002, 0.001], [-0.017, -0.001, 0.022], [-0.019, 0.017, -0.011], [-0.004, 0.000, 0.000], [0.005, 0.007, -0.003], [-0.001, -0.001, -0.001], [0.002, 0.001, 0.003], [0.002, -0.002, -0.003], [0.000, -0.004, 0.002], [-0.012, 0.000, 0.007], [0.001, 0.001, -0.003], [0.006, 0.014, 0.006], [0.007, -0.001, 0.000], [-0.002, 0.001, -0.003], [-0.002, -0.004, -0.003], [0.010, -0.013, 0.009], [-0.003, 0.011, -0.011], [-0.003, 0.000, 0.004]]}


Please write out number 2 again, unchanged.
{"formula": "ClH2NP2", "method": "ωB97M-V with the def2-TZVPD basis set", "max_force_ev_per_a": 2.41, "relative_energy_kcal_mol": 16.91, "energy_ev": -32621.5861, "smiles": "N=P#[PH]Cl", "lumo_energy_ev": -0.77, "symbols": ["Cl", "P", "P", "N", "H", "H"], "xyz": [[-2.7893, 0.0423, -0.3838], [-1.1320, 0.6685, 0.5176], [0.2819, -1.1383, 0.3022], [1.4981, -0.1385, 0.1311], [-0.2046, 1.1306, -0.4627], [2.3459, -0.5645, -0.1045]], "forces_ev_per_a": [[-1.087, -0.362, -1.045], [2.039, -0.145, 1.277], [0.242, 1.344, 0.016], [-1.938, -0.131, 0.182], [-1.075, 0.249, -0.337], [1.819, -0.954, -0.092]]}